Entry 1:
110
Properties=species:S:1:pos:R:3 method="wB97M-V/def2-TZVPD" s_squared=8.78 homo_lumo_gap_ev="8.065 / 4.566" homo_ev="-15.0571 / -15.5837" relative_energy_kj_mol=0.00 total_charge=+3 total_energy_ha=-7394.97774 spin_multiplicity=6 lumo_energy_ev="-6.992 / -11.018" fmax_ha_per_bohr=0.0086
Ir -0.5616 0.0615 -0.1008
C -0.0719 -4.6517 1.8469
C 0.1750 -3.1582 2.0214
C 0.3829 -2.7806 3.4835
C 0.3882 -1.2819 3.7538
N 1.6304 -0.6122 3.3507
C 1.7467 0.4547 2.5487
Se 0.3528 1.4387 1.7023
N 3.0097 0.8985 2.5667
C 3.5240 2.0694 1.8404
C 3.7419 1.8437 0.3463
C 5.0145 1.0923 -0.0471
C 4.9980 -0.4020 0.2589
C 3.7414 0.1149 3.4560
C 5.0688 0.1920 3.8711
C 5.4693 -0.7188 4.8241
C 4.5784 -1.6676 5.3553
C 3.2670 -1.7467 4.9391
C 2.8666 -0.8388 3.9592
H -0.2673 -4.9107 0.8050
H -0.9339 -4.9791 2.4308
H 0.7869 -5.2381 2.1771
H -0.6682 -2.5890 1.6147
H 1.0566 -2.8538 1.4483
H 1.3087 -3.2338 3.8430
H -0.4170 -3.2092 4.0940
H 0.2447 -1.0767 4.8165
H -0.4207 -0.7977 3.2060
H 4.4539 2.3504 2.3321
H 2.8167 2.8805 2.0080
H 3.7690 2.8385 -0.1062
H 2.8642 1.3296 -0.0629
H 5.8796 1.5610 0.4299
H 5.1621 1.2333 -1.1208
H 5.0561 -0.6160 1.3249
H 5.8413 -0.9067 -0.2129
H 4.0743 -0.8540 -0.1101
H 5.7555 0.9290 3.4783
H 6.4886 -0.6958 5.1839
H 4.9309 -2.3483 6.1178
H 2.5915 -2.4668 5.3777
C -2.9202 -0.6918 5.1872
C -3.3334 0.3729 4.1786
N -2.8092 0.1322 2.8281
C -3.3313 -0.7088 1.9469
S -2.7270 -0.7876 0.3038
N -4.3597 -1.4669 2.2753
C -5.0942 -2.4378 1.4450
C -5.1217 -3.7985 2.1164
H -3.4886 -0.5700 6.1083
H -1.8629 -0.6020 5.4352
H -3.0980 -1.7028 4.8157
H -2.9585 1.3493 4.4779
H -4.4198 0.4748 4.1170
H -2.0341 0.6916 2.5064
H -4.7193 -1.3586 3.2141
H -4.6137 -2.4846 0.4725
H -6.1012 -2.0464 1.3001
H -4.1114 -4.1792 2.2716
H -5.6608 -4.5057 1.4879
H -5.6333 -3.7611 3.0792
C 2.6968 -1.1337 -2.6978
As 1.6290 -2.1193 -1.4588
C 2.6295 -3.5875 -0.7500
C 0.0411 -2.7722 -2.2957
O 1.2225 -1.0768 -0.1660
H 2.8435 -1.7133 -3.6089
H 3.6611 -0.9289 -2.2363
H 2.1852 -0.2008 -2.9276
H 3.4341 -3.8527 -1.4342
H 1.9703 -4.4426 -0.6114
H 3.0478 -3.2812 0.2067
H 0.3006 -3.3193 -3.2017
H -0.6059 -1.9320 -2.5469
H -0.4620 -3.4403 -1.5976
O -0.6599 0.7373 -1.9529
Si -1.3468 1.8138 -2.9838
C -0.3415 3.4237 -2.9304
C 1.0017 3.4745 -2.4668
C 1.7404 4.6127 -2.5964
C 1.1680 5.7665 -3.2143
C -0.1540 5.7583 -3.6729
C -0.8931 4.6156 -3.5358
C -3.0958 2.2326 -2.5871
C -4.1577 1.6732 -3.3043
C -5.4708 2.0214 -3.0210
C -5.7438 2.9425 -2.0191
C -4.7042 3.5098 -1.2915
C -3.3951 3.1546 -1.5751
C -1.0552 1.3468 -4.7508
C -0.2060 0.2936 -5.1117
C 0.0099 -0.0296 -6.4392
C -0.6032 0.7179 -7.4415
C -1.4430 1.7724 -7.1085
C -1.6665 2.0855 -5.7780
H 1.4302 2.5930 -2.0035
H 2.7619 4.6655 -2.2444
H 1.7716 6.6592 -3.3217
H -0.5769 6.6456 -4.1236
H -1.9274 4.5958 -3.8587
H -3.9614 0.9617 -4.0995
H -6.2815 1.5831 -3.5878
H -6.7668 3.2277 -1.8123
H -4.9180 4.2320 -0.5145
H -2.5934 3.6075 -0.9957
H 0.2635 -0.3021 -4.3368
H 0.6467 -0.8633 -6.7045
H -0.4308 0.4720 -8.4808
H -1.9337 2.3408 -7.8870
H -2.3584 2.8866 -5.5403

=====

Entry 2:
47
Properties=species:S:1:pos:R:3 method="wB97M-V/def2-TZVPD" homo_lumo_gap_ev=9.928 homo_ev=-9.3452 relative_energy_kj_mol=128.23 total_energy_ha=-1051.84308 spin_multiplicity=1 lumo_energy_ev=0.583 fmax_ha_per_bohr=0.0091
N -4.6286 -2.4800 -0.6639
C -3.3317 -2.1059 -1.1853
C -3.3252 -0.6077 -1.5594
C -3.5637 0.2990 -0.3734
C -2.5066 0.6922 0.4512
C -2.7344 1.5001 1.5599
C -4.0249 1.9259 1.8601
C -5.0859 1.5376 1.0480
C -4.8555 0.7290 -0.0614
C -2.1829 -2.4406 -0.2210
O -2.3447 -2.8844 0.8831
O -0.9313 -2.2076 -0.6873
H -4.7585 -2.0118 0.2308
H -4.6205 -3.4716 -0.4414
H -3.1568 -2.6799 -2.1075
H -2.3769 -0.3402 -2.0428
H -4.1124 -0.4642 -2.3041
H -1.4951 0.3585 0.2257
H -1.9013 1.7968 2.1911
H -4.2038 2.5580 2.7254
H -6.0954 1.8659 1.2766
H -5.6861 0.4236 -0.6951
H -0.9737 -1.8830 -1.5986
N 4.3497 2.7063 -1.0385
C 3.0065 2.5442 -1.5988
C 1.9953 2.1053 -0.5373
C 2.0763 0.6326 -0.1239
C 3.3422 0.2581 0.6489
C 3.3816 -1.1990 1.1213
N 4.3793 -1.4682 2.1679
C 3.6190 -2.1935 -0.0323
O 3.1783 -2.0501 -1.1461
O 4.3393 -3.2616 0.3204
H 4.3561 3.5049 -0.4080
H 5.0070 2.9271 -1.7815
H 2.6331 3.4621 -2.0863
H 3.0606 1.7729 -2.3785
H 0.9889 2.2933 -0.9336
H 2.0997 2.7539 0.3465
H 2.0005 -0.0026 -1.0114
H 1.2009 0.4006 0.5016
H 4.2284 0.4815 0.0437
H 3.4138 0.8951 1.5435
H 2.4003 -1.4712 1.5377
H 4.0260 -1.1993 3.0808
H 5.2103 -0.9066 1.9994
H 4.6031 -3.0956 1.2536